1.
A single C4H7NO4 molecule, computed with ωB97M-V/def2-TZVPD.

Last column: Löwdin charge in e.
Geometry (Å):
N1 0.13 1.70 -0.53  0.0636
C1 0.38 0.74 0.60  -0.2257
C2 -0.82 -0.04 0.96  -0.0974
C3 -1.78 -0.42 -0.20  -0.5099
O1 -2.82 0.15 -0.48  0.1245
O2 -1.24 -1.45 -0.84  0.1071
C4 1.22 -0.47 0.00  -0.4819
O3 1.13 -1.62 0.33  0.0885
O4 2.20 -0.06 -0.78  0.1292
H1 -0.36 1.19 -1.24  0.0645
H2 1.04 1.95 -0.91  0.0771
H3 0.84 1.45 1.36  0.1773
H4 -0.60 -0.95 1.44  0.1092
H5 -1.41 0.52 1.62  0.1145
H6 -0.64 -1.91 -0.20  0.1090
H7 2.74 -0.78 -1.15  0.1504

Summary:
* highest occupied orbital energy: -9.96 eV
* SMILES: N[C@@H](CC(=O)O)C(=O)O
* maximum force: 3.31 eV Å⁻¹
* Kohn-Sham gap: 10.28 eV
* LUMO energy: 0.3237 eV
* energy relative to the best compared isomer or geometry (same formula, charge and spin): 1.410 eV
* M: 133.103 g/mol

2.
2 unconnected molecules or ions with the total composition C4H7NO4, computed with ωB97M-V/def2-TZVPD.

Last column: Löwdin charge in e.
Geometry (Å):
C1 0.45 -1.62 0.31  0.0232
C2 1.36 -0.46 0.14  -0.3639
O1 2.21 -0.28 1.15  0.1248
N1 1.55 0.21 -1.03  -0.2998
O2 2.42 1.02 -1.22  0.0066
O3 0.56 0.18 -2.05  0.0120
H1 -0.26 -1.58 1.11  0.0805
H2 1.03 -2.49 0.53  0.0824
H3 0.00 -1.70 -0.68  0.0912
H4 2.67 0.50 1.13  0.0611
H5 -0.14 0.90 -1.90  0.1162
C3 -0.90 1.86 -0.02  0.0014
C4 0.14 1.70 0.75  -0.2747
O4 0.98 1.87 1.53  0.1904
H6 -1.16 2.87 -0.13  0.0632
H7 -1.62 1.06 -0.02  0.0857

Summary:
* highest occupied orbital energy (spin up / spin down): -8.37 / -8.37 eV
* SMILES: C/C(O)=[N+](/[O-])O.C=C=O
* maximum force: 4.04 eV Å⁻¹
* Kohn-Sham gap (spin up / spin down): 8.67 / 8.67 eV
* LUMO energy (spin up / spin down): 0.2994 / 0.2993 eV
* energy relative to the best compared isomer or geometry (same formula, charge and spin): 6.505 eV
* M: 133.103 g/mol

3.
2 unconnected molecules or ions with the total composition C4H7NO5, computed with ωB97M-V/def2-TZVPD.

Last column: Löwdin charge in e.
Geometry (Å):
N1 -2.22 -1.56 -0.49  0.1962
C1 -1.72 -0.44 -1.06  -0.4649
O1 -2.23 0.65 -1.15  0.0787
C2 -0.24 -0.75 -1.63  -0.4596
O2 0.22 -1.86 -1.68  0.1126
O3 0.28 0.37 -2.20  0.1196
H1 -1.58 -2.37 -0.43  0.1281
H2 -3.13 -1.44 -0.20  0.0869
H3 -0.20 1.10 -1.87  0.0803
C3 1.35 1.21 2.23  0.0356
C4 1.10 0.45 0.92  -0.5117
O4 0.13 -0.16 0.56  0.0859
O5 2.23 0.44 0.20  0.1011
H4 2.35 1.35 2.69  0.1055
H5 0.61 0.74 2.80  0.0617
H6 0.90 2.19 2.04  0.1002
H7 2.15 0.07 -0.73  0.1438

Summary:
* highest occupied orbital energy: -9.82 eV
* SMILES: NC(=O)C(=O)O.CC(=O)O
* maximum force: 3.18 eV Å⁻¹
* Kohn-Sham gap: 10.42 eV
* LUMO energy: 0.5983 eV
* energy relative to the best compared isomer or geometry (same formula, charge and spin): 0.274 eV
* M: 149.102 g/mol